Version A
This record from the OMol25 dataset describes a molecular structure, C7H11N7O3PdS3. The level of theory is ωB97M-V with the def2-TZVPD basis set.

XYZ file:
```
32
Properties=species:S:1:pos:R:3
Pd 1.007 2.598 -0.863
N 0.433 0.404 1.371
N -0.907 0.195 0.978
C -1.362 -0.987 0.562
N -2.496 -0.956 -0.152
N -0.655 -2.071 0.946
N -1.092 -3.291 0.609
O -0.356 -4.220 0.927
O -2.173 -3.501 0.030
H 0.402 0.950 2.226
H 0.758 1.060 0.625
H -1.366 1.034 0.621
H -2.747 -0.079 -0.580
H -2.851 -1.836 -0.484
S -0.301 1.385 -2.473
C -1.822 1.952 -1.843
C -2.977 1.470 -2.552
N -3.888 1.063 -3.134
C -2.043 2.783 -0.751
S -0.833 3.518 0.284
C -3.407 3.094 -0.413
N -4.489 3.371 -0.120
C 3.040 -1.944 1.098
S 3.705 -0.285 1.223
C 3.174 0.286 -0.400
O 5.204 -0.413 1.137
H 1.950 -1.903 1.130
H 3.417 -2.497 1.957
H 3.405 -2.396 0.174
H 2.184 -0.085 -0.646
H 3.933 -0.079 -1.094
H 3.151 1.382 -0.394
```

HOMO level: -0.321 eV
Kohn-Sham gap: 5.13 eV
charge: -2

---

Version B
This record from the OMol25 dataset describes a molecular structure, C7H11N7O3PdS3. The level of theory is ωB97M-V with the def2-TZVPD basis set.

XYZ file:
```
32
Properties=species:S:1:pos:R:3
Pd 0.884 1.502 -1.435
N 0.300 -0.326 1.362
N -0.653 -0.771 0.419
C -0.677 -2.055 0.003
N -1.268 -2.249 -1.173
N -0.123 -2.967 0.828
N -0.151 -4.260 0.477
O 0.502 -5.017 1.187
O -0.807 -4.699 -0.489
H -0.207 0.275 2.003
H 0.902 0.311 0.828
H -0.839 -0.088 -0.327
H -1.443 -1.429 -1.764
H -1.366 -3.199 -1.487
S -0.954 0.678 -2.691
C -2.098 1.811 -1.981
C -3.435 1.703 -2.485
N -4.504 1.583 -2.905
C -1.825 2.770 -1.033
S -0.311 3.146 -0.253
C -2.922 3.599 -0.599
N -3.779 4.282 -0.238
C 3.133 -2.255 1.283
S 3.780 -0.626 0.918
C 3.141 -0.509 -0.759
O 5.269 -0.772 0.790
H 2.046 -2.203 1.355
H 3.559 -2.551 2.240
H 3.445 -2.954 0.506
H 2.059 -0.668 -0.781
H 3.655 -1.263 -1.357
H 3.352 0.495 -1.130
```

HOMO level: -0.429 eV
Kohn-Sham gap: 5.22 eV
charge: -2

---

Name the most stable of them. version B.

---

Version A
This record from the OMol25 dataset describes a single CH3NOS molecule. The level of theory is ωB97M-V with the def2-TZVPD basis set.

XYZ file:
```
7
Properties=species:S:1:pos:R:3
C 0.490 -0.879 -0.542
N 0.306 -0.495 0.646
O -1.539 1.401 -0.205
S -0.772 0.714 1.155
H 1.251 -1.673 -0.703
H -0.109 -0.462 -1.277
H 0.374 1.394 0.926
```

HOMO level: -9.708 eV
Kohn-Sham gap: 9.91 eV

---

Version B
This record from the OMol25 dataset describes 2 unconnected molecules or ions with the total composition CH3NOS. The level of theory is ωB97M-V with the def2-TZVPD basis set.

XYZ file:
```
7
Properties=species:S:1:pos:R:3
C 2.071 0.338 -0.687
N 2.876 -0.123 0.022
O 3.815 -0.478 0.619
H 1.074 0.613 -0.781
S -1.044 1.039 -0.524
H -0.190 1.915 0.037
H -0.712 1.348 -1.741
```

SMILES: C#[N+][O-].S
HOMO level: -9.963 eV
Kohn-Sham gap: 10.51 eV

---

Version C
This record from the OMol25 dataset describes a single CH3NOS molecule. The level of theory is ωB97M-V with the def2-TZVPD basis set.

XYZ file:
```
7
Properties=species:S:1:pos:R:3
O 2.056 0.136 -0.223
C 0.927 -0.236 -0.104
N -0.164 0.599 0.080
S -1.728 0.060 -0.247
H 0.705 -1.311 -0.152
H 0.002 1.582 -0.097
H -1.797 -0.830 0.743
```

SMILES: O=CNS
HOMO level: -9.421 eV
Kohn-Sham gap: 10.09 eV

---

Version D
This record from the OMol25 dataset describes a single CH3NOS molecule. The level of theory is ωB97M-V with the def2-TZVPD basis set.

XYZ file:
```
7
Properties=species:S:1:pos:R:3
O -0.479 0.941 1.912
C -0.426 0.670 0.711
N 0.361 -0.396 0.170
S -0.053 -0.983 -1.346
H -0.957 1.254 -0.127
H 0.647 -1.055 0.795
H 0.907 -0.430 -2.114
```

SMILES: O=CNS
HOMO level: -10.155 eV
Kohn-Sham gap: 10.86 eV

---

Name the most stable of them. version C.

---

Version A
This record from the OMol25 dataset describes 2 unconnected molecules or ions with the total composition CH3N2O2. The level of theory is ωB97M-V with the def2-TZVPD basis set.

XYZ file:
```
8
Properties=species:S:1:pos:R:3
C -1.467 -0.064 -0.159
N -0.280 -0.475 0.103
N 2.010 0.476 0.467
O 2.778 -0.167 -0.267
O -1.784 1.182 -0.170
H -2.331 -0.756 -0.206
H -0.233 -1.424 0.117
H 1.307 1.229 0.116
```

HOMO level: -3.587 eV
Kohn-Sham gap: 7.99 eV
charge: -1

---

Version B
This record from the OMol25 dataset describes a gas-phase ion, CH3N2O2 (charge -1). The level of theory is ωB97M-V with the def2-TZVPD basis set.

XYZ file:
```
8
Properties=species:S:1:pos:R:3
N -1.328 0.276 0.278
N -0.172 -0.531 0.399
C 1.165 0.060 -0.062
O 2.094 -0.714 0.092
O 1.038 1.200 -0.462
H -0.887 1.231 0.188
H -1.783 -0.003 -0.584
H -0.128 -1.518 0.151
```

SMILES: NNC(=O)[O-]
HOMO level: -3.119 eV
Kohn-Sham gap: 7.78 eV
charge: -1

---

Name the most stable of them. version B.

---

Version A
This record from the OMol25 dataset describes a molecular structure, C3H6NS2. The level of theory is ωB97M-V with the def2-TZVPD basis set.

XYZ file:
```
12
Properties=species:S:1:pos:R:3
C 1.560 -0.222 -0.917
C 1.626 -0.505 0.384
C -1.016 -0.590 0.171
N -1.352 0.853 0.347
S 0.116 -0.188 -1.849
S 0.227 -1.195 1.216
H 2.453 -0.001 -1.479
H 2.539 -0.543 0.951
H -1.886 -1.216 0.045
H -2.323 1.053 0.071
H -0.727 1.409 -0.268
H -1.218 1.145 1.328
```

HOMO level: -12.802 eV
Kohn-Sham gap: 7.48 eV
charge: +1

---

Version B
This record from the OMol25 dataset describes a gas-phase ion, C3H6NS2 (charge +1). The level of theory is ωB97M-V with the def2-TZVPD basis set.

XYZ file:
```
12
Properties=species:S:1:pos:R:3
C -0.960 -0.298 0.311
C -0.813 -1.414 1.076
C 0.717 1.012 -0.529
N -0.212 -0.088 -0.898
S -1.688 -1.901 2.538
S 2.368 1.031 -0.419
H -1.783 0.318 0.574
H -0.089 -2.124 0.763
H 0.239 1.826 -0.164
H 0.399 -0.915 -1.081
H -0.811 0.105 -1.707
H 2.633 2.449 -0.464
```

HOMO level (alpha / beta): -13.371 / -12.595 eV
Kohn-Sham gap (alpha / beta): 8.27 / 6.33 eV
charge: +1

---

Name the most stable of them. version A.

---

Version A
This record from the OMol25 dataset describes 5 unconnected molecules or ions with the total composition C2H13O4S. The level of theory is ωB97M-V with the def2-TZVPD basis set.

XYZ file:
```
20
Properties=species:S:1:pos:R:3
C -0.887 -2.222 -0.453
C -0.211 -1.620 0.755
S -0.866 0.077 1.120
H -1.942 -2.390 -0.249
H -0.770 -1.566 -1.312
H -0.421 -3.194 -0.655
H -0.386 -2.234 1.637
H 0.864 -1.527 0.626
H -2.013 0.972 -1.824
H -2.582 0.227 -0.653
O -2.857 0.641 -1.492
H 2.753 0.119 -0.044
H 1.989 0.175 -1.362
O 2.888 0.100 -1.000
H 1.233 0.773 1.504
H 2.311 1.817 1.333
O 2.078 1.084 1.911
H 0.186 2.135 -1.256
H -0.020 0.778 -0.689
O 0.237 1.249 -1.542
```

HOMO level: -3.997 eV
Kohn-Sham gap: 7.62 eV
charge: -1

---

Version B
This record from the OMol25 dataset describes 5 unconnected molecules or ions with the total composition C2H13O4S. The level of theory is ωB97M-V with the def2-TZVPD basis set.

XYZ file:
```
20
Properties=species:S:1:pos:R:3
C -0.541 1.073 -1.762
C 0.301 0.590 -0.591
S -0.670 0.105 0.884
H -1.347 1.719 -1.422
H 0.091 1.661 -2.437
H -0.988 0.239 -2.299
H 1.054 -0.123 -0.905
H 0.854 1.473 -0.248
H 0.025 -2.675 2.696
H 0.915 -2.891 3.934
O 0.011 -3.015 3.600
H 2.543 -1.740 1.319
H 2.927 -0.327 1.509
O 3.337 -1.199 1.416
H -1.272 3.869 -0.256
H -1.809 4.363 -1.553
O -1.003 4.397 -1.020
H -1.264 -3.141 -0.546
H -1.633 -1.736 -0.997
O -1.530 -2.643 -1.322
```

HOMO level: -3.179 eV
Kohn-Sham gap: 6.60 eV
charge: -1

---

Name the most stable of them. version A.

---

Version A
This record from the OMol25 dataset describes 2 unconnected molecules or ions with the total composition C7H16N2O2S. The level of theory is ωB97M-V with the def2-TZVPD basis set.

XYZ file:
```
28
Properties=species:S:1:pos:R:3
C 2.327 0.300 0.374
C -1.276 1.656 -0.979
C -1.056 -0.513 -2.269
C 1.610 0.450 2.662
C -3.397 -0.780 0.312
C 2.871 -0.373 -0.696
C -1.363 0.332 -1.062
N 2.423 -1.586 -1.328
N 1.370 -0.071 1.336
O 3.101 1.417 0.700
O -1.066 -1.974 0.240
S -1.517 -0.609 0.482
H 2.491 2.162 0.633
H -1.399 2.223 -1.829
H -1.338 2.111 0.064
H -1.034 0.118 -3.247
H -1.948 -1.241 -2.379
H -0.081 -0.934 -1.806
H 1.081 -0.102 3.492
H 2.593 0.450 3.029
H 1.377 1.510 2.862
H -3.876 -1.667 0.940
H -3.449 -1.222 -0.724
H -3.840 0.154 0.509
H 3.648 0.193 -1.107
H 3.189 -2.004 -1.746
H 1.849 -2.128 -0.683
H 1.296 -1.039 1.215
```

HOMO level: -7.036 eV
Kohn-Sham gap: 7.69 eV

---

Version B
This record from the OMol25 dataset describes 2 unconnected molecules or ions with the total composition C7H16N2O2S. The level of theory is ωB97M-V with the def2-TZVPD basis set.

XYZ file:
```
28
Properties=species:S:1:pos:R:3
C 3.485 0.109 -1.158
C 2.263 -0.684 -0.889
N 1.132 0.138 -0.447
C 0.314 -0.350 0.559
C -0.706 0.236 1.177
C -1.558 -0.529 2.102
C -3.063 -0.399 1.810
C -1.117 -2.085 2.003
S 0.590 -1.989 1.385
O 0.779 -3.105 0.505
O 1.585 -1.796 2.406
H 3.502 0.727 -0.286
H 4.363 -0.570 -1.103
H 3.396 0.733 -2.047
H 1.929 -1.144 -1.911
H 2.611 -1.481 -0.222
H 1.135 1.165 -0.741
H -1.198 1.133 0.856
H -1.352 -0.090 3.189
H -3.556 -1.032 2.706
H -3.224 -0.962 0.825
H -3.480 0.610 1.712
H -1.248 -2.773 2.883
H -1.764 -2.415 1.063
N -0.602 2.108 -2.600
H -0.496 1.139 -2.498
H -1.564 2.312 -2.720
H -0.249 2.214 -3.549
```

SMILES: CCNC1=C[C@@H](C)CS1(=O)=O.N
HOMO level: -8.172 eV
Kohn-Sham gap: 8.85 eV

---

Name the most stable of them. version B.